(1)
{"formula": "C10H10N2O2", "method": "the ωB97M-V functional and the def2-TZVPD basis", "species": ["O", "C", "C", "C", "N", "C", "O", "N", "H", "H", "H", "H", "C", "C", "C", "C", "C", "C", "H", "H", "H", "H", "H", "H"], "positions_angstrom": [[0.53599, -1.80949, -1.67835], [1.22026, -1.19046, -0.91638], [1.30673, -1.54992, 0.50861], [1.94674, -0.77428, 1.35780], [2.56492, 0.39687, 0.86636], [2.40905, 0.88738, -0.37569], [2.76340, 1.97317, -0.71095], [1.88348, 0.00553, -1.29729], [0.90217, -2.56124, 0.76212], [2.09560, -0.95157, 2.41981], [3.01991, 1.06876, 1.41471], [1.56351, 0.38456, -2.18198], [-1.48999, -0.88469, 0.39384], [-2.78950, -0.79159, 0.07014], [-3.16421, 0.54739, -0.27206], [-2.29628, 1.68615, -0.21061], [-0.97655, 1.44621, 0.17672], [-0.52050, 0.12582, 0.20635], [-1.01453, -1.99551, 0.31804], [-3.46665, -1.67764, -0.11712], [-4.22013, 0.92937, -0.61715], [-2.55165, 2.67458, -0.69259], [-0.33518, 2.34549, 0.48473], [0.61340, -0.28487, 0.09096]], "nbo_charge": [-0.548, 0.614, -0.397, 0.059, -0.607, 0.776, -0.601, -0.642, 0.279, 0.235, 0.427, 0.436, -0.222, -0.236, -0.212, -0.235, -0.223, -0.204, 0.202, 0.234, 0.213, 0.227, 0.216, 0.209], "molar_mass_g_mol": 190.20, "lumo_ev": 0.12, "smiles": "O=c1cc[nH]c(=O)[nH]1.c1ccccc1", "homo_lumo_gap_ev": 8.669, "e_homo_ha": -0.3141}

---

(2)
{"formula": "C10H10N2O2", "method": "the ωB97M-V functional and the def2-TZVPD basis", "species": ["O", "C", "C", "C", "N", "C", "O", "N", "H", "H", "H", "H", "C", "C", "C", "C", "C", "C", "H", "H", "H", "H", "H", "H"], "positions_angstrom": [[2.51645, 2.31173, -0.72680], [2.52138, 1.11461, -0.52212], [3.53010, 0.47841, 0.37740], [3.43191, -0.77219, 1.06978], [2.25063, -1.46951, 0.77887], [1.35120, -1.04047, -0.24209], [0.51816, -1.92765, -0.58698], [1.39498, 0.24512, -0.59158], [4.41973, 1.18200, 0.53152], [4.09009, -0.99655, 1.83857], [2.10403, -2.63856, 0.71995], [0.81776, 0.73188, -1.25533], [-2.28873, -0.51352, -0.67342], [-3.53254, -0.98588, -0.49017], [-4.39059, -0.06453, 0.18647], [-3.76834, 0.97482, 0.90305], [-2.46048, 1.27288, 0.69132], [-1.60519, 0.59879, -0.18982], [-1.66991, -1.17167, -1.31743], [-3.82410, -1.93993, -0.90590], [-5.43340, -0.40319, 0.14753], [-4.34271, 1.40236, 1.88485], [-2.13157, 2.23730, 1.30593], [-0.55835, 0.71690, -0.41292]], "nbo_charge": [-0.550, 0.644, -0.386, 0.064, -0.618, 0.776, -0.628, -0.651, 0.239, 0.227, 0.457, 0.434, -0.198, -0.233, -0.182, -0.253, -0.202, -0.230, 0.217, 0.221, 0.215, 0.225, 0.208, 0.204], "molar_mass_g_mol": 190.20, "lumo_ev": -0.02, "smiles": "O=c1cc[nH]c(=O)[nH]1.c1ccccc1", "homo_lumo_gap_ev": 8.989, "e_homo_ha": -0.3311}

---

(3)
{"formula": "C10H10N2O5SSeV", "method": "the ωB97M-V functional and the def2-TZVPD basis", "species": ["V", "O", "C", "O", "C", "C", "C", "C", "C", "N", "C", "O", "O", "H", "H", "H", "H", "C", "S", "C", "H", "H", "H", "H", "H", "H", "O", "Se", "C", "N"], "positions_angstrom": [[0.30895, 0.29986, -0.62487], [2.01373, -3.11725, 0.98566], [1.17847, -2.20408, 0.33048], [1.62591, -0.94699, 0.34396], [-0.00029, -2.53761, -0.22363], [-0.83541, -3.72338, -0.04430], [-2.11894, -3.69265, -0.44932], [-2.72356, -2.48277, -1.00425], [-1.92559, -1.39127, -1.14750], [-0.60958, -1.41458, -0.88079], [-2.41784, 0.02442, -1.46493], [-3.53766, 0.23338, -1.91438], [-1.54598, 0.94875, -1.18058], [2.70742, -2.56267, 1.35703], [-0.42832, -4.58826, 0.46535], [-2.74606, -4.56493, -0.28376], [-3.77844, -2.41069, -1.22707], [2.77693, 2.89386, 0.86283], [1.37253, 2.50299, -0.17232], [0.81503, 4.12259, -0.68005], [2.49353, 3.52801, 1.70398], [3.56152, 3.37617, 0.27817], [3.14313, 1.94178, 1.24331], [1.57508, 4.62021, -1.28385], [0.55507, 4.74074, 0.18006], [-0.07585, 3.95493, -1.28325], [1.04121, 0.34028, -2.07808], [-1.15727, 0.93015, 4.28050], [-0.77519, 0.66719, 2.51280], [-0.49252, 0.51183, 1.39880]], "nbo_charge": [1.125, -0.736, 0.552, -0.774, -0.111, -0.221, -0.246, -0.395, 0.130, -0.504, 0.773, -0.692, -0.722, 0.473, 0.193, 0.174, 0.206, -0.740, 0.351, -0.738, 0.208, 0.198, 0.251, 0.198, 0.206, 0.255, -0.594, -0.457, 0.181, -0.544], "molar_mass_g_mol": 400.17, "charge": -2, "spin_multiplicity": 2, "s2": 0.771, "lumo_ev": [4.34, 4.34], "homo_lumo_gap_ev": [3.360, 3.400], "e_homo_ha": [0.0360, 0.0345]}